1.
The following is a quantum chemistry calculation of a structure of composition C21H18N5O5S4SbTi, from the OMol25 dataset.

ORCA input file:
```
! RIJCOSX wB97M-V def2-TZVPD def2/J DEFGRID3
* xyz -1 4
N 12.8005 10.3694 16.1900
H 16.6132 11.4984 18.5561
H 12.3338 9.9475 17.0080
C 14.7184 11.4800 15.1683
C 15.9849 12.1186 15.2466
Sb 8.1103 14.5736 11.8253
H 12.0685 14.2858 9.0965
H 16.3665 12.5590 14.3452
C 14.1033 10.9645 16.3062
S 14.0387 11.1490 13.5829
C 9.0500 9.1495 10.2235
S 9.4933 14.3648 9.9075
H 8.4146 8.3509 17.1795
C 8.7736 9.0002 16.3696
N 12.3058 14.7915 11.5578
H 8.4369 6.3073 6.1600
N 9.6751 10.4708 14.3105
H 17.6481 12.6320 16.5211
C 10.1288 9.2739 16.2642
C 8.0019 6.0368 7.1308
H 7.4393 10.5114 10.3732
N 12.3383 10.9761 13.9184
O 9.0698 6.1502 8.1764
N 12.5145 13.5374 9.5991
H 12.1955 12.6740 9.1653
O 11.9934 12.5353 11.6249
C 9.5507 7.9607 9.7173
H 6.8042 9.2754 15.4787
C 7.4291 7.7113 8.4798
C 16.0983 11.5576 17.5862
H 14.2205 10.8041 18.4280
H 11.8234 14.8513 12.4593
C 10.5816 10.1012 15.2233
H 7.5498 5.0329 7.1424
C 14.7812 11.0778 17.5172
H 10.8542 8.7925 16.8867
C 8.3451 10.2830 14.3916
C 6.8699 8.8964 9.0150
O 11.0282 9.8136 11.5261
H 10.5954 7.6551 9.8909
S 6.5182 12.8324 12.1519
S 9.8629 13.6798 13.3681
C 7.7212 9.5978 9.8966
H 12.2379 15.5959 10.9545
O 6.9614 6.9638 7.4588
H 5.8950 9.3025 8.7796
C 7.8844 9.5136 15.4312
O 9.1739 11.0448 11.5396
C 9.8385 9.9804 11.1167
C 16.6885 12.1617 16.4552
C 8.6937 7.2427 8.9114
C 12.1926 13.6057 10.9242
Ti 10.7076 11.5922 12.7519
C 11.9630 10.5050 15.1001
H 7.7134 10.8115 13.6748
*
```

Lowest unoccupied orbital energy (alpha / beta) = 2.42 / 0.97 eV
<S²> = 3.78
Frontier orbital gap (alpha / beta) = 5.15 / 5.30 eV
Energy relative to the best compared isomer or geometry (same formula, charge and spin) = 0.0000 eV

2.
The following is a quantum chemistry calculation of a structure of composition C21H18N7O5OsS, from the OMol25 dataset.

ORCA input file:
```
! RIJCOSX wB97M-V def2-TZVPD def2/J DEFGRID3
* xyz 1 5
C 0.2539 -1.8752 -2.3408
S 1.0133 -4.5700 -5.2369
H -1.4725 -0.8798 3.4129
N 1.2440 -0.0110 5.1750
C -0.0339 -4.0785 -1.4020
C 0.5878 -3.8070 -3.6886
H -2.0705 4.7951 -0.8459
C -2.0738 0.1889 -0.2155
H 0.8063 -1.8103 -4.4263
H -2.2197 0.0610 -1.2888
C -0.4418 -0.6233 3.6235
C 0.5711 -2.4319 -3.5727
N 3.9014 -0.2139 1.7966
C 0.2895 -4.6460 -2.6213
C 2.1008 -0.0358 4.1638
C -2.3723 4.2022 1.1950
C 2.6012 -0.3078 1.7309
C -2.2427 1.5785 0.2471
H 0.3122 -5.7202 -2.7494
H -2.7272 3.3380 3.1250
O 2.1304 -5.4603 -4.9680
C 0.8438 2.6035 0.4946
N -0.3795 -2.1047 0.0309
C 3.2044 -0.1811 -0.3024
H -0.2685 -4.7135 -0.5554
C -0.0230 -0.3071 4.9075
N 0.4114 -0.6375 2.6041
H -2.6816 -0.5186 0.3510
H 0.1589 -2.5723 0.7571
H 3.1365 0.2065 4.3675
O -0.1530 -5.3224 -5.6696
O 0.7231 1.9792 -0.6046
H -2.6527 1.0163 2.2810
C -2.1139 2.6638 -0.6310
H 1.2195 3.6312 0.4824
C -2.1749 3.9593 -0.1672
H 5.2392 -0.0639 0.2581
Os -0.0139 0.0781 0.2658
N 4.2633 -0.1395 0.5007
C -2.3704 5.5536 1.6876
H -0.7214 -0.2864 5.7346
O 1.3645 -3.5169 -6.1643
H 0.2354 -0.7978 -2.2177
H -1.3575 -2.3017 0.2317
C -2.5554 3.1399 2.0757
C -0.0431 -2.6959 -1.2682
C 1.6874 -0.3466 2.8756
O 0.5486 2.0441 1.5683
C -2.4980 1.8462 1.6010
N -2.3440 6.6348 2.0759
H -1.9444 2.4714 -1.6829
H 3.2364 -0.1129 -1.3776
N 2.1234 -0.3031 0.4430
*
```

Lowest unoccupied orbital energy (alpha / beta) = -3.63 / -6.78 eV
<S²> = 6.04
Frontier orbital gap (alpha / beta) = 7.56 / 4.90 eV
Energy relative to the best compared isomer or geometry (same formula, charge and spin) = 0.4183 eV

3.
The following is a quantum chemistry calculation of a structure of composition C21H18N7OS2V, from the OMol25 dataset.

ORCA input file:
```
! RIJCOSX wB97M-V def2-TZVPD def2/J DEFGRID3
* xyz 0 3
C -1.4020 -4.3147 -1.6981
C 2.1766 2.3606 1.7591
C 0.9227 1.7692 2.0722
N -4.3068 -0.8689 3.9511
C 1.8055 -1.8969 -4.8735
C -0.0160 2.3556 -0.9970
H -1.3683 -5.3030 -2.1750
C 0.5774 3.7231 3.5452
N -1.8532 1.2452 2.7133
C 1.2438 -1.1289 -2.6436
C 0.2174 -0.9371 -1.6047
H 0.4268 -3.5460 -2.4671
H 4.5641 -1.6916 -2.8903
H -0.0872 4.1864 4.2661
N 0.6113 1.2387 -1.3715
C -0.4212 -3.3449 -1.8462
O 0.5258 0.6468 1.5195
C -2.5341 -2.7566 -0.2323
C 3.5337 -1.6522 -3.2477
N -0.0478 0.1430 -0.9631
H 0.1259 4.3514 -1.1115
C -3.1616 -0.3580 3.3712
C -1.1726 2.0695 3.3940
C -2.4828 -3.9699 -0.8839
S -1.4507 2.3934 0.0021
H -3.3476 -2.5530 0.4489
C 3.1342 -2.0746 -4.5013
H 2.9002 -0.9224 -1.3074
H 2.7248 1.8464 0.9768
H -4.2862 -1.8108 4.2784
V -1.2677 0.1787 0.9112
C 2.5838 -1.1662 -2.3139
H 1.5284 -2.1681 -5.9164
H 3.5252 3.9290 2.0064
N -3.0786 0.9225 3.2964
C 0.8402 -1.4523 -3.9580
C -0.5954 -2.1143 -1.2197
C 1.8116 4.1889 3.2804
S -2.0176 -1.4260 2.6666
N -1.5750 -1.8369 -0.3569
H -4.7553 -0.1937 4.5679
H -1.6127 2.4137 4.3327
H -0.1860 -1.4414 -4.2740
C 2.5942 3.5345 2.3380
H -3.2337 -4.6918 -0.7903
N 0.4631 3.4879 -1.4790
H 2.1756 5.1230 3.7261
C 0.1247 2.5203 3.0034
H 1.3026 3.4537 -2.0479
H 3.8204 -2.4617 -5.2571
*
```

Lowest unoccupied orbital energy (alpha / beta) = -0.52 / -0.60 eV
<S²> = 2.02
Frontier orbital gap (alpha / beta) = 6.77 / 7.02 eV
Energy relative to the best compared isomer or geometry (same formula, charge and spin) = 0.4105 eV

> The lowest <S²> belongs to which entry?

C21H18N7OS2V

> Which of these has the highest <S²>?

C21H18N7O5OsS